<one>
DFT (wB97M-V/def2-TZVPD) results for 2 unconnected molecules or ions with the total composition CN2O2.

Element x y z (Å)
1 C -1.550 -0.772 0.492
2 N 0.691 1.214 0.204
3 N 1.298 0.310 -0.104
4 O 1.819 -0.698 -0.354
5 O -2.035 -0.061 -0.245

For the gap between HOMO and LUMO, the calculation gives 13.23 eV. As for the LUMO energy: 1.13 eV.

---

<two>
DFT (wB97M-V/def2-TZVPD) results for 2 unconnected molecules or ions with the total composition CN2O2.

Element x y z (Å)
1 C 2.114 1.672 -0.504
2 N 1.259 0.964 -0.204
3 N -0.904 -0.786 0.240
4 O -1.087 -1.234 -0.819
5 O -1.382 -0.616 1.287

For the gap between HOMO and LUMO (alpha / beta), the calculation gives 11.89 / 4.89 eV. As for the LUMO energy (alpha / beta): -0.75 / -4.54 eV.

---

Top of the stability list: <one>, leading by 127.3 kcal/mol.

---

<one>
DFT (wB97M-V/def2-TZVPD) results for a molecular structure, C4H11N2OS.

Element x y z (Å)
1 C 0.341 1.454 0.069
2 C 0.191 -0.847 1.421
3 C -0.711 -0.937 -0.887
4 C 0.417 -0.507 0.010
5 N 1.571 1.932 0.198
6 N -1.953 -0.080 -0.963
7 O -0.712 2.040 -0.022
8 S 1.966 -1.041 -0.625
9 H 0.858 -0.305 1.912
10 H -0.770 -0.536 1.863
11 H 0.301 -1.922 1.690
12 H -1.045 -1.899 -0.487
13 H -0.357 -1.117 -1.946
14 H 2.327 1.156 0.255
15 H 1.716 2.916 0.113
16 H -1.911 0.613 -0.158
17 H -2.812 -0.699 -1.193
18 H -1.835 0.524 -1.795
19 H 2.419 -0.748 0.545

For the gap between HOMO and LUMO, the calculation gives 9.33 eV. As for the LUMO energy: -3.41 eV. The charge is +1.

---

<two>
DFT (wB97M-V/def2-TZVPD) results for a molecular structure, C4H11N2OS.

Element x y z (Å)
1 C -1.052 -1.488 -0.045
2 C 0.026 0.693 1.351
3 C 0.682 0.476 -1.125
4 C -0.345 0.414 -0.064
5 N -2.290 -1.480 0.099
6 N 1.694 -0.701 -0.959
7 O -0.099 -2.304 -0.187
8 S -1.804 1.326 -0.693
9 H -0.800 0.911 1.921
10 H 0.510 -0.115 1.859
11 H 0.567 1.578 1.316
12 H 1.276 1.324 -0.854
13 H 0.315 0.464 -2.082
14 H -2.878 -0.700 -0.153
15 H -2.844 -2.393 0.091
16 H 2.263 -0.470 -0.123
17 H 2.291 -0.798 -1.772
18 H 1.179 -1.615 -0.792
19 H -1.288 2.344 0.030

For the gap between HOMO and LUMO, the calculation gives 9.76 eV. As for the LUMO energy: -3.12 eV. The charge is +1.

---

Top of the stability list: <one>, leading by 3.3 kcal/mol.

---

<one>
DFT (wB97M-V/def2-TZVPD) results for a single C4H5FN2S molecule.

Element x y z (Å)
1 C -0.090 -1.064 -0.234
2 C 1.515 -0.107 0.795
3 C 0.634 0.901 0.462
4 C 0.716 2.393 0.683
5 H -2.157 -1.424 -1.152
6 H 2.441 -0.041 1.339
7 H 0.763 2.648 1.773
8 H 1.588 2.840 0.217
9 H -1.194 0.696 -0.629
10 N 1.048 -1.338 0.336
11 N -0.403 0.265 -0.198
12 F -0.442 2.956 0.182
13 S -1.164 -2.285 -0.900

For the gap between HOMO and LUMO, the calculation gives 8.86 eV. As for the LUMO energy: 0.60 eV. Its structure (SMILES) is FCc1cnc(S)[nH]1.

---

<two>
DFT (wB97M-V/def2-TZVPD) results for a single C4H5FN2S molecule.

Element x y z (Å)
1 C 0.182 -1.753 -2.004
2 C 0.641 -1.193 -0.848
3 C -0.172 -0.159 -0.174
4 C -0.779 1.959 1.831
5 H -0.804 -1.542 -2.339
6 H 1.648 -1.521 -0.468
7 H 1.565 0.097 0.808
8 H -1.655 1.918 1.161
9 H -0.834 2.542 2.725
10 N 0.617 0.606 0.666
11 N 0.394 1.438 1.665
12 F 1.001 -2.496 -2.685
13 S -1.804 0.103 -0.339

For the gap between HOMO and LUMO, the calculation gives 8.27 eV. As for the LUMO energy: -0.31 eV. Its structure (SMILES) is C=NNC(=S)/C=C/F.

---

Top of the stability list: <one>, leading by 56.9 kcal/mol.

---

<one>
DFT (wB97M-V/def2-TZVPD) results for a molecular structure, C3H8NO4.

Element x y z (Å)
1 C 0.276 -0.304 -1.253
2 C 0.349 1.112 -0.718
3 O 0.478 2.011 -2.214
4 N -0.120 -1.334 -0.298
5 C 0.749 -1.409 0.890
6 O 0.162 -1.828 1.912
7 O 1.933 -1.141 0.699
8 H 1.216 -0.559 -1.727
9 H -0.477 -0.261 -2.039
10 H -0.085 2.155 -1.510
11 H -0.366 1.299 0.089
12 H 1.337 1.392 -0.373
13 H -0.998 -0.994 0.100
14 H -1.680 0.685 1.872
15 H -0.960 -0.680 2.267
16 O -1.815 -0.143 2.305

For the gap between HOMO and LUMO, the calculation gives 8.58 eV. As for the LUMO energy: 3.50 eV. The charge is -1.

---

<two>
DFT (wB97M-V/def2-TZVPD) results for 3 unconnected molecules or ions with the total composition C3H8NO4.

Element x y z (Å)
1 O -1.336 0.153 2.435
2 C -0.643 0.860 1.712
3 O -0.112 1.954 1.698
4 C -0.396 -0.027 0.415
5 C 1.121 -0.345 0.164
6 O 0.437 1.866 -2.082
7 N -1.063 0.529 -0.659
8 H -0.841 -1.034 0.566
9 H 1.523 0.382 -0.541
10 H 1.070 -1.376 -0.254
11 H 1.676 -0.375 1.099
12 H -1.113 -0.164 -1.404
13 H -0.564 1.404 -1.045
14 H -0.262 -3.673 0.339
15 H 0.298 2.775 -2.355
16 O 0.203 -2.929 -0.088

For the gap between HOMO and LUMO, the calculation gives 4.04 eV. As for the LUMO energy: -0.37 eV. The charge is -1.

---

Top of the stability list: <one>, leading by 100.7 kcal/mol.

---

<one>
DFT (wB97M-V/def2-TZVPD) results for 2 unconnected molecules or ions with the total composition C2H3FNO2.

Element x y z (Å)
1 C -2.345 -0.407 0.020
2 C 2.217 0.321 -0.021
3 N 1.428 -0.001 0.865
4 O -3.504 -0.701 -0.154
5 O -1.321 -0.912 0.426
6 F -2.106 0.851 -0.862
7 H 3.354 0.247 0.138
8 H 1.913 0.703 -1.083
9 H 0.364 -0.100 0.671

For the gap between HOMO and LUMO, the calculation gives 9.27 eV. As for the LUMO energy: 4.06 eV. The charge is -1.

---

<two>
DFT (wB97M-V/def2-TZVPD) results for 2 unconnected molecules or ions with the total composition C2H3FNO2.

Element x y z (Å)
1 C -0.203 -0.936 -1.430
2 C 0.594 0.988 1.252
3 N -0.402 1.112 0.449
4 O -1.070 -0.541 -2.137
5 O 0.951 -0.836 -1.136
6 F -0.866 -2.045 -0.471
7 H 0.979 1.889 1.582
8 H 0.968 0.104 1.813
9 H -0.952 0.265 0.079

For the gap between HOMO and LUMO, the calculation gives 9.50 eV. As for the LUMO energy: 4.30 eV. The charge is -1.

---

Top of the stability list: <one>, leading by 7.2 kcal/mol.

---

<one>
DFT (wB97M-V/def2-TZVPD) results for a molecular structure, C3H12N6.

Element x y z (Å)
1 C -1.668 -1.593 0.476
2 N -0.991 -0.876 -0.591
3 C -0.776 1.010 -0.188
4 N -1.570 1.597 0.689
5 H -1.548 -0.781 -1.438
6 H -1.449 1.208 1.627
7 H -0.865 1.397 -1.215
8 H -2.295 -0.916 1.063
9 H -0.942 -2.041 1.161
10 H -2.292 -2.396 0.079
11 C 0.709 0.609 0.112
12 N 1.484 -1.049 -1.440
13 N 1.064 0.576 1.506
14 N 1.612 1.450 -0.612
15 N 0.732 -0.816 -0.376
16 H 2.216 -0.367 -1.650
17 H 1.457 -2.012 -1.749
18 H 0.842 -0.298 1.969
19 H 0.711 1.389 2.008
20 H 1.227 2.013 -1.362
21 H 2.341 1.895 -0.067

For the gap between HOMO and LUMO, the calculation gives 8.82 eV. As for the LUMO energy: 1.02 eV.

---

<two>
DFT (wB97M-V/def2-TZVPD) results for a single C3H12N6 molecule.

Element x y z (Å)
1 C -1.786 0.995 0.954
2 C 0.233 -0.005 -0.219
3 C 1.038 -0.329 1.989
4 H -1.872 0.491 1.999
5 H -2.776 1.344 0.779
6 H -1.191 1.933 1.093
7 H -1.753 -1.638 0.591
8 H -1.989 -1.507 -1.041
9 H -0.076 0.132 -3.352
10 H -1.445 0.011 -1.849
11 H 1.001 -1.536 1.928
12 H 0.163 -0.046 2.656
13 H 2.078 -0.067 2.551
14 H 2.565 -0.330 -0.383
15 H 2.630 1.300 -0.287
16 N -1.231 0.222 -0.201
17 N -2.030 -0.929 -0.138
18 N 0.656 -0.307 -1.372
19 N -0.364 -0.460 -2.315
20 N 1.219 0.459 0.756
21 N 2.573 0.436 0.265

For the gap between HOMO and LUMO, the calculation gives 9.31 eV. As for the LUMO energy: 0.89 eV. Its structure (SMILES) is CN(N)C(=NN)N(C)N.

---

Top of the stability list: <one>, leading by 35.7 kcal/mol.